DFT (ωB97M-V/def2-TZVPD) results for the ion C20H31N2O with charge +1 in a non-equilibrium geometry.

## Properties
Net charge = +1
SMILES string = CN1CC[N+]2(CCC[C@]2(O)c2ccc(C3CCCC3)cc2)CC1
Total energy = -965.2261 Ha
Maximum force = 0.0225 Eh/bohr
Gap between HOMO and LUMO = 10.01 eV

Each line ends with the Löwdin charge.
Geometry (Å):
C -3.2396 0.4005 4.2483  -0.07
N -2.4070 0.8494 3.1512  -0.25
C -0.9946 0.6080 3.3612  -0.14
C -0.1772 1.4363 2.3568  -0.05
N -0.9623 1.7611 1.1414  -0.15
C -1.8081 2.9707 1.3091  -0.08
C -2.2112 3.3632 -0.1069  -0.10
C -1.0162 2.9283 -0.9729  -0.06
C -0.0516 2.1862 -0.0253  -0.39
O 0.8153 3.1069 0.5851  0.03
C 0.7079 1.0159 -0.6176  -0.16
C 0.1842 0.1910 -1.6098  -0.02
C 0.9251 -0.8548 -2.1275  0.00
C 2.2136 -1.1216 -1.6772  -0.17
C 3.0365 -2.2710 -2.1838  -0.27
C 2.7362 -3.5347 -1.3561  -0.14
C 1.4909 -4.1146 -2.0175  -0.19
C 1.7131 -3.8761 -3.5163  -0.18
C 2.7127 -2.7074 -3.6211  -0.14
C 2.7321 -0.2987 -0.6820  0.00
C 1.9995 0.7498 -0.1628  -0.02
C -1.7711 0.5729 0.7982  -0.06
C -2.8158 0.2711 1.8831  -0.15
H -3.1641 -0.6806 4.4225  0.10
H -4.2759 0.6463 4.0257  0.09
H -2.9451 0.9264 5.1535  0.09
H -0.7475 -0.4630 3.2661  0.14
H -0.7314 0.9184 4.3727  0.13
H 0.7043 0.8741 2.0443  0.13
H 0.1537 2.3743 2.7994  0.14
H -2.6355 2.7614 1.9806  0.13
H -1.1749 3.7448 1.7431  0.14
H -3.1262 2.8591 -0.4154  0.12
H -2.3887 4.4338 -0.1721  0.13
H -0.4922 3.7902 -1.3843  0.14
H -1.3277 2.3117 -1.8112  0.11
H 1.4796 3.3957 -0.0507  0.14
H -0.8091 0.3489 -2.0011  0.11
H 0.4847 -1.4625 -2.9002  0.12
H 4.0896 -1.9963 -2.0879  0.14
H 3.5689 -4.2304 -1.4564  0.12
H 2.5922 -3.3167 -0.2980  0.12
H 0.6040 -3.5822 -1.6684  0.10
H 1.3597 -5.1698 -1.7860  0.11
H 2.1341 -4.7680 -3.9778  0.11
H 0.7759 -3.6593 -4.0280  0.10
H 3.6293 -3.0445 -4.1032  0.11
H 2.3240 -1.8789 -4.2118  0.11
H 3.7300 -0.4761 -0.3103  0.13
H 2.4457 1.3767 0.5960  0.12
H -1.0794 -0.2648 0.6916  0.14
H -2.2649 0.7299 -0.1580  0.14
H -2.9362 -0.8234 1.9503  0.14
H -3.7892 0.6923 1.6172  0.13